A single C17H27N3O3 molecule, computed with ωB97M-V/def2-TZVPD.

```
50
Properties=species:S:1:pos:R:3
C 6.60655 1.86870 -0.47178
C 5.84789 1.61997 0.82450
O 4.88657 0.57779 0.67237
C 3.69520 0.92543 0.16304
O 3.40659 2.05951 -0.12956
C 2.76132 -0.22061 0.03007
C 1.40187 0.08787 0.02485
C 0.45934 -0.92547 -0.09380
N -0.91431 -0.71438 -0.06886
C -1.58251 0.50219 -0.11412
O -1.01332 1.54842 -0.33909
N -2.93388 0.41707 0.08865
C -3.58738 -0.73561 0.69284
C -4.31792 -1.57856 -0.35843
C -4.53321 -0.33975 1.83117
C -3.76340 1.55236 -0.32899
C -3.52759 1.88702 -1.80224
C -3.54234 2.78075 0.55329
C 0.94293 -2.24225 -0.20983
C 0.02618 -3.42621 -0.32312
N 2.23362 -2.51399 -0.23174
C 3.14648 -1.55937 -0.11908
C 4.56417 -2.02898 -0.18860
H 7.36266 2.63203 -0.31186
H 5.91881 2.21019 -1.24158
H 7.08994 0.95415 -0.80787
H 5.33463 2.53411 1.14118
H 6.51908 1.27553 1.61437
H 1.09435 1.11795 0.10683
H -1.45967 -1.55187 -0.18957
H -2.80599 -1.34377 1.16055
H -5.14754 -1.02099 -0.78562
H -3.64553 -1.85595 -1.16796
H -4.71120 -2.48535 0.09414
H -5.41805 0.17713 1.47168
H -4.01637 0.30079 2.54065
H -4.85653 -1.23843 2.35104
H -4.80136 1.22613 -0.22452
H -2.51981 2.26386 -1.94530
H -4.23503 2.64825 -2.12066
H -3.66465 1.00210 -2.42072
H -4.21303 3.57863 0.24491
H -3.73646 2.54608 1.59680
H -2.51673 3.12134 0.45428
H 0.63334 -4.32310 -0.40059
H -0.61310 -3.51301 0.55585
H -0.60122 -3.35329 -1.21181
H 4.56980 -3.07622 -0.47825
H 5.13171 -1.44507 -0.90895
H 5.04508 -1.92312 0.78141
```

Computed properties:
- LUMO energy: 0.638 eV
- Charge: 0
- Energy relative to the best compared isomer or geometry (same formula, charge and spin): 0.586 eV

A single C17H27N3O5S2 molecule at a distorted geometry, computed with ωB97M-V/def2-TZVPD.

```
54
Properties=species:S:1:pos:R:3
C -2.58828 4.60016 4.48093
C -1.71956 5.25458 3.41239
N -0.74867 4.32465 2.85622
C 0.31208 5.01156 2.13803
C 1.38154 4.00433 1.72275
N 0.82045 2.95389 0.89819
S 0.58873 3.33937 -0.71726
O 1.65069 4.21523 -1.10975
O -0.76184 3.72905 -1.01727
C 0.87180 1.71550 -1.43058
C -0.14253 1.07195 -2.11315
C 0.09370 -0.18968 -2.64045
C 1.33625 -0.76707 -2.46747
S 1.64315 -2.42113 -3.08817
O 2.97978 -2.50173 -3.58963
O 0.54875 -2.79620 -3.93936
N 1.60650 -3.25685 -1.63669
C 0.31306 -3.76928 -1.24191
C 0.00609 -5.11661 -1.91605
C -1.34484 -5.70612 -1.46802
C -0.99249 -7.14044 -1.06920
C 0.47086 -6.99052 -0.65904
O 1.01344 -6.06181 -1.57444
C 2.35498 -0.11896 -1.79268
C 2.11985 1.14093 -1.26796
C -0.32070 2.32182 1.52398
C -1.36576 3.34049 1.98039
H -3.29591 3.89769 4.04947
H -3.15127 5.36391 5.01119
H -1.95851 4.07096 5.19072
H -1.15526 6.06779 3.87610
H -2.35738 5.69225 2.62514
H 0.75543 5.76118 2.79743
H -0.06630 5.51522 1.23016
H 2.16009 4.49195 1.13684
H 1.81847 3.53500 2.60871
H -1.09280 1.57067 -2.22452
H -0.65941 -0.72780 -3.19457
H 2.30944 -3.98432 -1.62147
H 0.31134 -3.88659 -0.15329
H -0.43534 -3.02988 -1.52888
H 0.05828 -4.96881 -3.00000
H -2.08521 -5.66297 -2.26234
H -1.72414 -5.15268 -0.60767
H -1.61563 -7.52514 -0.26563
H -1.06721 -7.80409 -1.93030
H 1.04986 -7.91084 -0.74086
H 0.54745 -6.60796 0.36989
H 3.31135 -0.60812 -1.70370
H 2.88186 1.69279 -0.74201
H -0.75603 1.63158 0.79939
H 0.04763 1.75740 2.38602
H -2.14894 2.81786 2.53078
H -1.80893 3.81583 1.08960
```

Computed properties:
- LUMO energy: 0.088 eV
- Charge: 0
- Energy relative to the best compared isomer or geometry (same formula, charge and spin): 0.176 eV

2 unconnected molecules or ions with the total composition C17H27N4O6 at a distorted geometry, computed with ωB97M-V/def2-TZVPD.

```
54
Properties=species:S:1:pos:R:3
C -4.71090 -4.36769 0.97000
C -4.77164 -3.48860 0.16163
N -4.59996 -2.34807 -0.60676
C -5.53138 -1.41004 -0.84656
N -5.02927 -0.47291 -1.65208
N -5.84796 0.57563 -2.04759
C -5.26093 1.90368 -1.80538
C -5.00023 2.22966 -0.29416
C -3.70261 -0.80646 -1.97529
C -2.75756 -0.00833 -2.89622
O -1.47116 -0.66701 -2.86214
C -0.69349 -0.14929 -1.81803
C 0.58917 0.67433 -2.10497
O -0.97010 -0.34302 -0.67200
C -3.42561 -2.00793 -1.30371
N -2.26325 -2.82206 -1.28417
C -2.24597 -3.46548 -2.35927
O -2.02424 -3.92190 -3.39031
H -4.70020 -5.30607 1.52475
H -6.56677 -1.37112 -0.48678
H -6.16550 0.46272 -3.00938
H -6.01319 2.63984 -2.16731
H -4.33827 2.11712 -2.38714
H -5.30967 1.43505 0.41000
H -5.58591 3.13959 -0.03248
H -3.93842 2.53256 -0.17154
H -3.07257 0.00460 -3.95794
H -2.57087 1.01575 -2.50053
H 1.41710 0.03649 -2.48443
H 0.42685 1.47828 -2.85302
H 0.91599 1.17603 -1.17117
C 2.24857 -1.24652 1.54512
O 3.62392 -0.95035 1.64367
C 4.22482 -0.62582 0.39972
C 5.22459 0.50868 0.54436
O 4.65093 1.78889 0.79069
C 4.01024 2.00141 2.04523
C 4.94259 2.02711 3.24562
O 5.44977 0.73424 3.53557
C 6.82050 0.72814 3.88358
H 2.10569 -2.26717 1.17326
H 1.81393 -1.16820 2.54194
H 1.73035 -0.53253 0.89504
H 3.46807 -0.34043 -0.34223
H 4.74843 -1.52121 0.04284
H 5.74492 0.60786 -0.41233
H 5.99196 0.27700 1.28296
H 3.19046 1.29763 2.19000
H 3.55329 2.99178 1.96797
H 4.37697 2.35976 4.12580
H 5.75143 2.73985 3.05983
H 7.40726 1.35921 3.20767
H 7.18678 -0.29430 3.78974
H 6.95311 1.05960 4.91790
```

Computed properties:
- LUMO energy: -3.417 eV
- Charge: +1
- Energy relative to the best compared isomer or geometry (same formula, charge and spin): 0.000 eV

- Among the records above, which one has the highest LUMO energy?
  C17H27N3O3

- What is the LUMO energy in the first record?
  0.638 eV